29
Properties=species:S:1:pos:R:3:forces:R:3:lowdin_charge:R:1 method="wB97M-V/def2-TZVPD" energy_ev=-35530.7406 smiles="CN(C)P(=S)(N(C)C)n1cnc(N)n1" max_force_ev_per_a=2.33 orbital_gap_ha=0.33711 multiplicity=1
C 2.042 -1.282 0.357 -0.10 0.14 0.08 -0.304
C 3.352 0.316 0.069 -0.83 -0.72 0.04 -0.550
C -1.941 0.536 2.499 -0.07 -0.18 0.30 -0.129
C -1.506 1.929 0.523 0.05 0.19 -0.20 -0.103
C -0.057 -0.767 -2.215 0.27 0.14 -0.14 -0.113
C -2.337 -1.063 -1.446 -0.30 -0.01 -0.13 -0.152
N 3.309 -1.042 0.173 0.69 -0.03 -0.13 0.114
N 1.274 -0.170 0.380 -0.31 -1.22 0.27 -0.143
N 2.201 0.914 0.207 -2.31 0.28 -0.12 0.080
N 4.486 0.996 -0.247 0.44 0.15 -0.08 0.125
N -1.463 0.619 1.137 0.44 -0.63 -0.09 -0.384
N -1.039 -0.449 -1.194 0.31 -0.22 0.82 -0.372
P -0.652 -0.626 0.437 1.82 1.35 -0.34 0.421
S -0.896 -2.348 1.277 0.22 0.40 -0.22 0.348
H 1.645 -2.269 0.488 -0.16 -0.14 0.02 0.057
H -1.395 1.215 3.158 0.02 0.04 -0.05 0.088
H -3.004 0.786 2.534 0.00 0.03 0.01 0.089
H -1.807 -0.485 2.860 -0.10 0.17 0.04 0.022
H -1.072 2.677 1.189 0.02 -0.01 0.02 0.087
H -0.936 1.908 -0.402 -0.09 0.16 0.01 0.072
H -2.542 2.203 0.305 0.05 0.05 -0.01 0.089
H 0.164 -1.837 -2.280 -0.03 -0.06 0.00 0.090
H -0.455 -0.429 -3.173 0.02 -0.05 -0.02 0.088
H 0.863 -0.223 -2.016 0.02 -0.03 -0.09 0.069
H -3.020 -0.791 -0.642 -0.13 -0.02 -0.08 0.073
H -2.730 -0.688 -2.390 -0.02 0.04 -0.02 0.087
H -2.275 -2.156 -1.489 0.01 0.05 -0.02 0.074
H 5.351 0.541 -0.006 -0.05 0.06 0.06 0.090
H 4.438 1.987 -0.092 0.12 0.07 0.05 0.086

---

48
Properties=species:S:1:pos:R:3:forces:R:3:lowdin_charge:R:1 method="wB97M-V/def2-TZVPD" energy_ev=-30148.6337 max_force_ev_per_a=1.78 orbital_gap_ha=0.38075 multiplicity=1 total_charge=+1 e_above_lowest_kj_mol=146.3
N 1.567 1.324 0.689 -0.42 -0.84 -1.28 0.220
C 0.338 0.541 0.303 0.93 -0.53 -0.83 -0.263
C 0.055 0.685 -1.209 -0.97 -1.02 0.58 -0.102
C -0.560 2.026 -1.557 1.39 0.26 0.29 -0.264
O -0.119 3.049 -1.073 -0.44 -0.38 0.68 0.033
C 0.527 -0.955 0.626 -1.15 -0.42 0.42 -0.189
N -0.078 -1.221 1.927 -0.48 0.67 0.65 0.004
H 1.354 2.314 0.429 0.49 -0.50 0.55 0.163
H 2.402 0.938 0.136 -0.95 1.10 1.04 0.133
H 1.712 1.117 1.679 0.27 0.73 0.13 0.140
H -0.484 0.918 0.931 0.29 -0.04 -0.49 0.124
H 0.869 0.413 -1.901 0.19 0.47 0.62 0.104
H -0.597 -0.194 -1.401 -0.32 0.99 -0.18 0.117
H -1.341 2.064 -2.303 -0.70 -0.10 -0.09 0.121
H -0.102 -1.423 -0.135 0.59 -0.50 0.13 0.069
H 1.513 -1.431 0.624 0.12 0.68 -0.47 0.141
H 0.219 -2.026 2.461 -0.02 -0.33 -0.66 0.096
H -1.084 -1.200 1.804 0.01 -0.49 0.30 0.077
H 1.520 2.528 -3.493 -0.05 -0.01 0.06 0.083
H 0.158 2.479 -4.179 0.18 -0.11 0.14 0.086
O 0.664 2.083 -3.453 0.35 0.18 -1.43 -0.039
H -2.808 -3.291 0.826 -0.49 0.31 -0.02 0.060
H -3.126 -1.895 0.053 -0.40 -0.48 0.41 0.007
O -2.507 -2.651 0.179 0.98 0.01 -0.39 -0.067
H 0.867 0.286 4.916 -0.12 0.00 -0.16 0.071
H 0.181 -0.310 3.605 0.38 0.17 -0.13 0.022
O 0.721 0.420 3.971 0.13 0.14 0.21 -0.075
H -2.451 1.551 2.069 -0.27 -0.02 0.30 0.018
H -4.014 1.576 2.297 0.33 0.13 0.07 0.070
O -3.268 1.013 2.059 -0.02 0.07 0.10 -0.061
H 2.701 -1.576 -2.633 -0.23 0.46 0.63 0.025
H 3.825 -0.580 -2.740 0.12 0.02 0.12 0.042
O 3.230 -0.957 -2.081 0.23 -0.11 -0.47 -0.084
H -4.553 -0.057 -0.456 -0.01 0.43 0.31 0.060
H -4.069 -0.221 1.090 -0.03 0.39 -1.09 0.022
O -4.287 -0.662 0.236 0.09 -0.87 0.39 -0.062
H -0.206 1.706 3.205 -0.20 0.04 0.09 0.002
H -1.071 2.952 3.392 0.01 0.10 -0.15 0.070
O -0.791 2.324 2.715 0.07 0.00 0.07 -0.073
H -0.022 -4.208 -1.564 -0.02 0.06 -0.11 0.071
H -1.128 -3.284 -0.968 -0.08 0.01 0.02 0.019
O -0.330 -3.297 -1.527 -0.39 -0.16 0.40 -0.062
H 4.496 0.470 0.783 0.17 0.33 0.20 0.074
H 4.301 0.783 -0.651 0.12 0.28 -0.09 0.043
O 4.242 1.215 0.217 0.03 -0.94 -0.33 -0.045
H 0.118 -2.009 -2.629 0.71 -0.39 -0.44 0.014
H 0.542 -1.615 -4.083 -0.02 -0.03 0.03 0.062
O 0.874 -1.714 -3.186 -0.40 0.25 -0.15 -0.080